16
Properties=species:S:1:pos:R:3:forces:R:3 method="wB97M-V/def2-TZVPD" largest_force_ev_per_a=3.6 lumo_energy_ev=6.869 total_charge=-2 molar_mass_g_mol=150.1 smiles="CC(C)=P([O-])([O-])OC=O" orbital_gap_ev=5.6
C 1.063 0.224 1.056 1.746 -0.929 1.158
C 0.905 0.656 -0.309 -2.079 0.083 -2.570
C 1.484 -0.201 -1.428 1.547 2.190 -2.342
P -0.811 0.911 -0.576 -0.134 0.843 -1.225
O -1.163 1.064 -2.028 -0.196 -0.415 0.004
O -1.580 1.736 0.410 0.333 0.284 0.494
O -1.704 -0.825 -0.083 1.014 0.605 -1.546
C -2.150 -0.917 1.090 -0.463 0.355 1.467
O -2.151 -1.984 1.730 -0.634 0.646 0.278
H 2.131 0.332 1.304 0.255 -0.131 0.452
H 0.881 -0.916 1.072 -0.367 1.256 1.154
H 0.543 0.984 1.692 -0.105 -1.464 0.067
H 2.699 -0.030 -1.611 -2.416 0.025 0.322
H 0.907 0.138 -2.427 1.538 -0.887 2.077
H 1.484 -1.287 -1.394 -0.584 -0.700 0.494
H -2.539 0.113 1.503 0.543 -1.760 -0.285